1.
Entry from the Open Molecules 2025 dataset: a structure of composition C24H25BrCdN5 (ωB97M-V/def2-TZVPD).

Positions of all 56 atoms, in Å:
Cd -0.64775 -0.31416 0.76674
C -0.38342 2.36836 -1.44607
C 1.09760 2.01738 -1.25316
C 1.53976 2.19548 0.17409
C 2.58167 3.05851 0.48906
C 2.96003 3.21549 1.81292
C 2.27572 2.51055 2.78971
C 1.24488 1.67581 2.39879
N 0.88473 1.51571 1.12250
N -1.29698 1.25471 -1.14412
C -2.63763 1.77081 -0.84860
C -3.51772 0.79859 -0.09293
C -4.78078 1.19718 0.32640
C -5.57611 0.28705 0.99843
C -5.09389 -0.99639 1.21755
C -3.81969 -1.29868 0.78340
N -3.04082 -0.41881 0.14608
C -1.38294 0.30070 -2.27031
C -0.37273 -0.82492 -2.27803
C 0.44204 -1.06513 -3.37609
C 1.22960 -2.20628 -3.39498
C 1.16712 -3.08459 -2.32402
C 0.35573 -2.75452 -1.25335
N -0.38420 -1.64583 -1.22107
H -0.54731 2.72179 -2.47206
H -0.62068 3.19872 -0.78105
H 1.70375 2.66023 -1.89025
H 1.27592 0.98794 -1.56599
H 3.08629 3.60272 -0.29780
H 3.77241 3.88025 2.07551
H 2.53073 2.60308 3.83564
H 0.68060 1.10605 3.12895
H -3.15361 2.05805 -1.77507
H -2.54086 2.67504 -0.24716
H -5.12872 2.20312 0.12822
H -6.55680 0.57577 1.35240
H -5.68758 -1.73900 1.73044
H -3.39086 -2.27778 0.95427
H -1.33533 0.83466 -3.22580
H -2.35345 -0.19020 -2.20653
H 0.45144 -0.37555 -4.21047
H 1.87624 -2.41078 -4.23805
H 1.73602 -4.00339 -2.31811
H 0.28598 -3.39948 -0.38653
Br -1.38745 -0.76193 3.08803
C 3.98116 -2.64610 1.85534
C 3.91431 -1.72666 0.81797
C 2.68919 -1.16389 0.51297
N 1.56513 -1.45796 1.16929
C 1.63613 -2.34200 2.16610
C 2.81898 -2.96125 2.53965
H 4.92481 -3.10120 2.12551
H 4.79457 -1.44805 0.25554
H 2.60162 -0.44475 -0.29497
H 0.71245 -2.54570 2.69430
H 2.82070 -3.66875 3.35677

Force components x, y, z for each atom (eV/Å):
0.3 0.1 -0.6
0.2 0.0 0.0
-0.2 0.0 0.1
0.1 0.1 0.0
0.0 0.0 0.0
-0.1 0.0 0.0
0.0 0.1 0.0
0.0 0.0 0.1
0.0 0.0 0.0
0.0 -0.2 0.0
0.0 0.0 0.1
-0.1 0.0 0.0
-0.1 0.0 -0.1
0.1 0.0 0.0
0.0 0.0 0.0
-0.1 -0.1 0.0
-0.1 0.1 0.0
0.0 0.0 0.0
0.0 -0.1 -0.1
-0.1 0.0 0.0
0.0 0.0 0.1
0.0 0.0 -0.1
0.0 0.0 0.0
0.2 0.3 0.0
0.0 0.0 0.0
-0.1 0.0 0.0
0.0 0.0 0.0
0.1 0.0 -0.1
0.0 0.0 0.0
0.0 0.0 0.0
0.0 0.0 0.0
0.0 0.0 0.0
0.0 0.1 0.0
0.0 0.0 0.0
0.0 0.0 0.0
0.0 0.0 0.0
0.0 0.0 0.0
0.0 0.0 0.0
0.0 0.0 0.0
0.0 0.0 -0.1
0.0 0.0 0.0
0.0 0.0 0.0
0.0 0.0 0.0
0.1 0.0 0.0
-0.2 -0.1 0.6
0.0 0.0 0.0
0.0 0.0 0.0
0.0 0.0 0.0
0.0 0.0 0.1
0.0 -0.1 0.1
0.1 0.0 0.0
0.0 0.0 0.0
0.0 0.0 0.0
0.0 0.0 0.0
0.0 0.0 0.0
0.0 0.0 0.0

Computed properties:
* frontier orbital gap: 9.11 eV
* net charge: +1
* relative energy (zero: lowest compared OMol25 entry of this formula, charge and spin): 0.0000 eV
* LUMO: -2.41 eV

Löwdin population analysis, charges in e, atoms 1 to 4:
1 Cd 1.17
2 C -0.17
3 C -0.11
4 C -0.30

***

2.
Entry from the Open Molecules 2025 dataset: a structure of composition C24H25Cl2GeN2OsS (ωB97M-V/def2-TZVPD).

Positions of all 56 atoms, in Å:
Os 0.53868 -1.34361 0.11443
Cl 0.31381 -3.80657 -1.30999
C 1.51453 -4.57464 -0.27525
Cl 1.83538 -3.55303 1.14182
H 2.43685 -4.68872 -0.83214
H 1.11180 -5.51614 0.07799
S 2.30829 -0.97878 -1.65407
C 2.93880 0.54650 -1.16301
N 2.66073 1.63504 -1.86745
C 3.17465 2.96400 -1.53941
C 4.49801 2.81815 -0.80732
C 4.31972 1.87980 0.37442
N 3.70933 0.63529 -0.09030
H 2.05919 1.50932 -2.66485
H 2.44572 3.49243 -0.92039
H 3.29657 3.51873 -2.46772
H 4.83990 3.79123 -0.46032
H 5.25267 2.41719 -1.48620
H 3.68528 2.33145 1.14095
H 5.27865 1.63558 0.82795
H 3.86141 -0.21855 0.41990
C 0.50366 0.14439 1.11001
Ge -0.80565 0.95350 2.35927
C 0.16388 2.08114 3.62940
C -0.08626 3.44399 3.76083
C 0.62313 4.20839 4.67789
C 1.59723 3.61775 5.46961
C 1.86722 2.26222 5.33634
C 1.15545 1.50248 4.42083
C -1.54443 -0.64011 3.23020
C -2.23024 -1.56562 2.44306
C -2.72611 -2.73720 2.99455
C -2.55039 -2.99129 4.34879
C -1.89497 -2.06521 5.14653
C -1.39116 -0.89730 4.58793
C -2.19339 1.87032 1.33384
C -3.05919 2.76474 1.96034
C -4.11076 3.33898 1.26190
C -4.31643 3.01872 -0.07277
C -3.46520 2.12523 -0.70648
C -2.41070 1.55817 -0.00520
H -0.83073 3.92452 3.13678
H 0.41444 5.26611 4.77275
H 2.14807 4.21244 6.18640
H 2.62957 1.79783 5.94867
H 1.37752 0.44429 4.32558
H -2.42847 -1.34587 1.39720
H -3.26385 -3.44311 2.37436
H -2.93805 -3.90312 4.78389
H -1.78159 -2.24688 6.20740
H -0.88125 -0.18270 5.22340
H -2.93228 3.00500 3.01028
H -4.77345 4.03339 1.76159
H -5.14065 3.46159 -0.61595
H -3.62197 1.87132 -1.74697
H -1.74082 0.87318 -0.51756

Force components x, y, z for each atom (eV/Å):
0.2 0.9 -0.2
-0.2 0.0 -0.2
0.1 -0.2 0.1
0.1 -0.1 0.2
0.0 0.0 0.0
0.1 0.0 0.0
-0.3 -0.4 -0.1
0.0 0.3 0.3
0.0 -0.1 0.0
0.0 0.1 0.0
0.0 0.0 0.0
0.0 0.0 0.0
0.1 0.0 -0.2
0.0 0.0 0.0
0.0 0.0 0.0
0.0 0.0 0.0
0.0 0.0 0.0
0.0 0.0 0.0
0.0 0.0 0.0
0.0 0.0 0.0
0.0 0.0 0.0
0.0 -0.8 0.2
-0.2 0.3 0.0
-0.1 -0.2 -0.2
0.0 0.1 -0.1
0.0 0.0 0.0
0.0 0.0 0.0
0.0 0.0 0.0
0.0 -0.1 0.0
0.1 0.1 -0.1
-0.1 0.0 0.0
0.0 0.0 0.0
0.0 0.0 0.0
0.0 0.0 0.0
0.1 0.0 0.0
0.2 -0.1 0.2
-0.1 0.0 0.1
0.0 0.0 0.0
0.0 0.0 0.0
0.0 0.0 0.0
0.1 0.0 -0.1
0.0 0.0 0.0
0.0 0.0 0.0
0.0 0.0 0.0
0.0 0.0 0.0
0.0 0.0 0.0
0.1 0.0 0.0
0.0 0.0 0.0
0.0 0.0 0.0
0.0 0.0 0.0
0.0 0.0 0.0
0.0 0.0 0.0
0.0 0.0 0.0
0.0 0.0 0.0
0.0 0.0 0.0
0.0 0.0 0.0

Computed properties:
* frontier orbital gap (alpha / beta): 6.45 / 7.25 eV
* 2S+1: 5
* net charge: +1
* relative energy (zero: lowest compared OMol25 entry of this formula, charge and spin): 0.0000 eV
* LUMO (alpha / beta): -3.19 / -4.10 eV

Löwdin population analysis, charges in e, atoms 1 to 4:
1 Os 0.82
2 Cl 0.52
3 C -0.93
4 Cl 0.52

***

3.
Entry from the Open Molecules 2025 dataset: a structure of composition C24H25Cl3N3O2P2SV (ωB97M-V/def2-TZVPD).

Positions of all 61 atoms, in Å:
V 0.81305 -0.78664 1.20886
N 4.89646 -0.97489 -1.35400
C 3.83714 -0.17700 -1.02148
S 4.06465 1.51393 -0.92341
N 2.75242 -0.92035 -0.77408
N 1.64246 -0.17888 -0.40200
C 1.25685 0.86701 -1.02721
C 0.23257 1.81298 -0.52671
C -0.14345 2.70519 -1.44939
C -1.02217 3.86467 -1.28710
C -1.16804 4.61163 -0.19644
C -0.46494 4.51562 1.12485
C -0.22131 1.86723 0.94325
O 0.50670 0.88787 1.71626
H 5.80539 -0.54863 -1.36660
H 4.81079 -1.96386 -1.19312
H 1.61898 1.03490 -2.03411
H 0.25544 2.56473 -2.44936
H -1.56295 4.16748 -2.17748
H -1.84465 5.45843 -0.28257
H -1.16312 4.85574 1.88905
C 0.20439 3.20315 1.56829
P -2.03583 1.32278 1.27607
C -3.04279 2.73065 1.87576
C -2.70224 0.98827 -0.39154
C -3.65088 1.77870 -1.02493
C -4.12299 1.45448 -2.29234
C -3.63632 0.33384 -2.94150
C -2.70408 -0.48191 -2.30917
C -2.24541 -0.17937 -1.03289
P -1.13854 -1.34689 -0.13277
C -0.47354 -2.41657 -1.45088
C -2.37024 -2.40622 0.70066
H 1.27799 3.26151 1.38114
H 0.10224 3.08665 2.64900
H 0.31225 5.28683 1.10774
H -3.17467 3.55178 1.17665
H -2.59906 3.10287 2.79837
H -4.02239 2.32525 2.13526
H -4.01973 2.67253 -0.53742
H -4.86125 2.08501 -2.77188
H -3.98618 0.08243 -3.93448
H -2.34501 -1.36217 -2.82490
H -0.01403 -1.80830 -2.22940
H -1.25056 -3.04745 -1.88121
H 0.29949 -3.05730 -1.02940
H -3.02534 -2.85641 -0.04554
H -2.96354 -1.79637 1.38128
H -1.85309 -3.18129 1.26376
Cl 5.66278 -5.59594 1.44625
C 4.15247 -4.73556 1.53749
C 4.13992 -3.42715 1.97811
C 2.92397 -2.78155 2.02383
Cl 2.88295 -1.09745 2.56392
C 1.70639 -3.35220 1.64494
O 0.55279 -2.66779 1.66818
C 1.78078 -4.68008 1.22392
Cl 0.31376 -5.48240 0.75695
C 2.97940 -5.36812 1.16294
H 5.04986 -2.92160 2.27005
H 2.99406 -6.39379 0.82247

Force components x, y, z for each atom (eV/Å):
0.0 -0.6 0.7
0.1 0.3 0.0
0.3 -0.4 0.1
-0.1 -0.3 0.0
-0.8 0.4 0.0
0.8 0.0 -0.6
-0.7 0.4 -0.1
0.3 -0.4 0.1
-0.3 0.5 -0.1
0.1 -0.4 -0.1
0.0 0.0 0.2
0.0 0.0 -0.1
0.4 -0.4 0.1
-0.6 1.0 -0.1
0.0 0.0 0.0
0.0 0.0 0.0
0.2 0.2 0.1
0.0 0.1 0.0
0.0 0.0 0.0
0.0 0.0 0.0
-0.1 0.0 0.0
0.0 0.1 -0.1
0.1 -0.3 0.1
0.1 0.1 -0.1
0.1 -0.1 0.0
0.0 0.1 -0.1
0.0 0.0 0.1
0.0 0.0 0.0
0.0 0.1 0.0
0.1 0.0 0.1
-0.7 -0.1 -0.4
0.0 0.0 0.0
0.1 0.0 0.0
0.0 0.0 0.0
-0.1 0.0 0.0
0.0 0.0 0.0
0.0 0.1 0.0
0.0 0.0 0.0
0.0 0.0 0.0
0.0 0.0 0.0
0.0 0.0 0.0
0.0 0.0 0.0
0.0 0.0 0.0
0.0 0.0 0.0
0.0 0.0 0.0
0.0 0.0 0.1
0.0 0.0 0.0
0.0 0.0 0.0
0.0 0.0 0.0
-0.1 0.1 0.0
0.1 -0.2 0.0
0.0 0.1 0.0
0.2 0.4 0.2
0.2 -0.3 0.0
-0.7 0.5 0.2
0.8 -0.5 0.0
-0.1 -0.3 -0.1
0.1 0.1 0.0
0.0 -0.1 0.0
0.0 0.0 0.0
0.0 0.0 0.0

Computed properties:
* frontier orbital gap (alpha / beta): 6.86 / 6.85 eV
* 2S+1: 3
* relative energy (zero: lowest compared OMol25 entry of this formula, charge and spin): 3.7634 eV
* LUMO (alpha / beta): -0.31 / -0.34 eV

Löwdin population analysis, charges in e, atoms 1 to 4:
1 V 0.69
2 N 0.05
3 C -0.95
4 S 0.52

***

4.
Entry from the Open Molecules 2025 dataset: a cluster of 3 separate species, C24H25F4O14PS in total (ωB97M-V/def2-TZVPD).

Positions of all 69 atoms, in Å:
C 3.40843 0.25648 1.57892
C 3.51814 0.82584 0.15034
C 3.50670 2.35498 0.16929
O 2.27792 2.94577 -0.26713
C 1.16188 2.59442 0.46993
C 0.83779 3.45453 1.68258
O 1.56856 3.82756 2.54918
O -0.48912 3.69972 1.71722
C -1.15392 3.55893 0.42873
C -2.47984 2.86034 0.67679
C -3.52120 3.02504 -0.45815
C -4.30215 1.79442 -0.75441
F -4.72913 1.68011 -2.03251
C -4.69350 0.83893 0.11392
F -3.86393 0.11995 0.87497
F -5.93886 0.44648 0.31596
P -1.30424 5.37632 -0.16762
C -2.86021 5.99239 0.58492
O -0.12031 6.14840 0.64773
C -0.06961 2.87416 -0.45547
S -0.44468 1.41787 -1.38645
O 0.71428 1.07771 -2.13410
O -1.66601 1.54354 -2.09933
F -0.59959 0.34469 -0.25732
H 3.15061 -0.80186 1.57447
H 4.36102 0.36871 2.10180
H 2.67371 0.80005 2.17726
H 4.44185 0.45009 -0.27446
H 2.66974 0.43087 -0.40800
H 3.82074 2.73871 1.14473
H 4.25112 2.72453 -0.53605
H 1.07278 1.55042 0.78598
H -2.89210 3.32311 1.57419
H -2.29549 1.81695 0.92836
H -4.21520 3.83335 -0.22518
H -3.00249 3.31263 -1.37585
H -2.65025 6.99872 0.95239
H -3.63923 6.04726 -0.17079
H -3.21396 5.41716 1.44304
H -0.34057 6.33611 1.57075
H 0.28731 3.63838 -1.14988
O -4.47544 -7.05587 0.58735
C -4.49021 -5.91666 1.01833
C -3.87260 -4.78494 0.36257
C -3.93824 -3.57460 0.93761
O -3.40333 -2.48701 0.40519
C -4.63821 -3.35234 2.26032
O -4.62810 -2.22242 2.71213
C -5.27516 -4.48221 2.90575
C -5.21104 -5.68931 2.32718
O -5.76262 -6.77894 2.84086
H -3.37308 -4.95401 -0.58080
H -3.59295 -1.75024 1.02005
H -5.78609 -4.31116 3.84255
H -5.55684 -7.50287 2.21604
O 4.20537 -1.83835 -0.76989
C 4.91711 -2.36840 -1.60571
C 5.12090 -1.85390 -2.94189
C 5.91601 -2.52683 -3.78673
O 6.16392 -2.13555 -5.02625
C 6.60751 -3.81200 -3.38972
O 7.29395 -4.35446 -4.23579
C 6.41922 -4.31395 -2.04432
C 5.62705 -3.63919 -1.19983
O 5.39558 -4.01852 0.04848
H 4.61939 -0.93656 -3.21721
H 6.76368 -2.80779 -5.40706
H 6.92928 -5.22457 -1.76424
H 4.78797 -3.35111 0.42432

Force components x, y, z for each atom (eV/Å):
0.3 0.1 0.0
-0.5 0.0 1.2
0.8 -0.1 -0.5
0.4 -0.3 0.6
-1.5 0.4 -0.9
0.2 0.0 0.4
0.1 -0.1 -0.2
-0.4 -0.3 0.2
0.5 0.4 0.7
-0.3 0.2 0.2
1.4 -0.5 -0.6
0.5 -0.7 0.1
-1.4 0.9 0.4
-0.1 0.3 -0.2
-0.2 1.2 1.0
0.2 -1.0 -1.0
-0.3 0.1 -1.6
0.3 -0.1 0.7
-0.3 -0.1 0.3
0.2 0.3 1.0
0.6 0.8 -1.9
0.2 -0.3 0.5
-0.4 -0.2 0.6
-0.3 0.0 0.2
0.0 0.0 0.0
0.0 0.0 0.0
-0.1 -0.1 0.0
-0.1 0.1 -0.3
0.2 0.2 -0.5
-0.3 0.0 0.1
-0.2 0.1 -0.1
0.6 0.0 0.1
0.1 -0.2 0.1
0.0 0.0 -0.1
-0.1 -0.1 0.1
-0.1 0.0 0.0
-0.1 0.1 -0.2
0.0 0.0 0.0
0.0 0.0 0.0
0.3 -0.2 0.1
-0.1 -0.5 -0.6
-0.1 0.0 0.1
0.1 0.1 -0.1
0.0 -0.1 -0.1
0.1 -0.1 -0.1
0.0 -0.1 0.2
-0.1 -0.1 0.1
0.1 0.0 -0.1
0.0 0.1 0.1
-0.1 0.1 0.1
0.0 0.0 -0.1
0.0 0.0 0.0
0.0 -0.1 0.0
0.0 0.0 0.0
0.0 0.0 0.0
0.1 -0.4 0.1
0.0 0.1 -0.2
-0.1 0.1 0.0
-0.1 0.1 0.0
0.0 -0.1 0.0
0.0 -0.1 0.2
0.0 0.1 -0.1
0.1 -0.1 0.0
0.1 -0.1 0.0
0.0 0.1 0.0
0.0 0.0 0.0
0.0 0.0 0.0
0.0 0.0 0.0
0.0 0.0 0.0

Computed properties:
* frontier orbital gap: 7.44 eV
* SMILES string: CCCO[C@H]1C(=O)O[C@@](CCC(F)=C(F)F)(P(C)O)[C@@H]1S(=O)(=O)F.O=C1C=C(O)C(=O)C=C1O.O=C1C=C(O)C(=O)C=C1O
* LUMO: -1.56 eV

Löwdin population analysis, charges in e, atoms 1 to 4:
1 C -0.10
2 C -0.22
3 C -0.17
4 O -0.06

***

Number 1: molar mass 575.82 g/mol. Number 2: molar mass 707.29 g/mol. Number 3: molar mass 638.80 g/mol. Number 4: molar mass 676.48 g/mol.